No. 1
Density functional theory data (ωB97M-V/def2-TZVPD) for C25H30N5O2PtS2 as an isolated structure.

Computed properties:
- Energy relative to the best compared isomer or geometry (same formula, charge and spin): 131.49 kJ/mol
- LUMO level (spin up / spin down): -0.0814 / -0.0812 Ha
- Net charge: +1
- Orbital gap (spin up / spin down): 0.263 / 0.263 hartree
- Calculated total energy: -2310.4096 hartree

XYZ file:
```
65
C25H30N5O2PtS2 ωB97M-V/def2-TZVPD
Pt 0.810 0.095 1.601
N 4.914 -1.023 2.624
C 3.608 -0.854 2.346
O 3.224 -0.433 1.254
C 2.609 -1.187 3.419
C 1.569 -0.079 3.493
H 5.602 -0.788 1.929
H 5.228 -1.355 3.517
H 3.093 -1.350 4.386
H 2.127 -2.121 3.121
H 2.004 0.883 3.759
H 0.750 -0.329 4.161
C -0.837 3.414 -2.167
N -0.294 3.049 -0.872
C 0.966 2.651 -0.654
S 1.510 2.420 0.952
N 1.737 2.462 -1.726
C 3.120 2.001 -1.706
H -1.859 3.757 -2.031
H -0.851 2.559 -2.849
H -0.267 4.225 -2.628
H -0.833 3.233 -0.041
H 1.351 2.682 -2.630
H 3.366 1.673 -0.701
H 3.795 2.805 -1.998
H 3.235 1.168 -2.399
O 0.776 -2.286 0.814
S 0.212 -3.061 -0.344
C 1.220 -2.665 -1.779
C 2.345 -1.879 -1.602
C 3.155 -1.621 -2.704
C 2.835 -2.145 -3.947
C 1.699 -2.934 -4.104
C 0.887 -3.204 -3.016
C -1.276 -2.229 -0.934
C -2.404 -3.004 -1.154
C -3.576 -2.397 -1.590
C -3.611 -1.024 -1.776
C -2.476 -0.252 -1.539
C -1.301 -0.855 -1.127
H 2.584 -1.481 -0.623
H 4.048 -1.020 -2.576
H 3.477 -1.951 -4.798
H 1.451 -3.343 -5.075
H 0.005 -3.825 -3.129
H -2.362 -4.076 -0.985
H -4.458 -2.996 -1.779
H -4.524 -0.544 -2.108
H -2.517 0.821 -1.680
H -0.401 -0.264 -0.972
N -3.356 -0.727 2.196
C -2.053 -1.066 2.329
N -1.273 -0.024 2.435
C -2.112 1.090 2.371
C -1.820 2.449 2.471
C -2.876 3.336 2.371
C -4.196 2.888 2.186
C -4.498 1.544 2.111
C -3.432 0.654 2.215
H -4.125 -1.371 2.135
H -1.714 -2.091 2.360
H -0.802 2.778 2.626
H -2.691 4.400 2.457
H -4.995 3.615 2.119
H -5.519 1.203 1.982
```


No. 2
Density functional theory data (ωB97M-V/def2-TZVPD) for C25H31AsMoN2 as an isolated structure.

Computed properties:
- Energy relative to the best compared isomer or geometry (same formula, charge and spin): 0.00 kJ/mol
- LUMO level: 0.0144 Ha
- Orbital gap: 0.242 hartree
- Calculated total energy: -3384.6269 hartree

XYZ file:
```
60
C25H31AsMoN2 ωB97M-V/def2-TZVPD
Mo -0.510 -0.308 -1.214
C -2.491 -2.205 -2.779
N -1.104 -1.744 -2.841
C -0.142 -2.615 -2.850
C 1.174 -2.218 -2.541
C 2.391 -2.903 -2.648
C 3.375 -1.984 -2.294
C 2.707 -0.799 -1.941
N 1.382 -0.927 -2.083
C -2.901 -1.866 -1.364
C -2.976 -0.510 -1.026
C -3.039 -0.139 0.316
C -3.191 -1.108 1.306
C -3.178 -2.448 0.963
C -2.977 -2.828 -0.363
H -2.592 -3.274 -2.983
H -3.093 -1.649 -3.499
H -0.322 -3.664 -3.094
H 2.525 -3.921 -2.981
H 4.444 -2.133 -2.301
H 3.138 0.136 -1.622
H -3.031 0.244 -1.799
H -3.077 0.912 0.572
H -3.306 -0.811 2.340
H -3.280 -3.205 1.730
H -2.901 -3.877 -0.625
C -0.804 1.426 2.676
C -0.230 0.014 2.655
As 0.689 -0.353 0.960
C 2.174 0.911 1.133
C 3.044 0.793 2.376
C 1.537 -2.099 1.278
C 1.709 -2.536 2.728
H -1.364 1.611 3.593
H -1.464 1.593 1.821
H -0.016 2.179 2.616
H -1.017 -0.730 2.757
H 0.465 -0.135 3.483
H 1.712 1.897 1.058
H 2.772 0.787 0.235
H 2.465 0.889 3.296
H 3.803 1.578 2.389
H 3.567 -0.164 2.407
H 2.493 -2.056 0.750
H 0.927 -2.824 0.736
H 2.296 -1.824 3.309
H 2.217 -3.501 2.781
H 0.745 -2.647 3.227
C -0.503 1.439 -1.133
C -0.457 2.881 -1.100
C 0.663 3.564 -1.592
C 0.721 4.948 -1.542
C -0.332 5.676 -1.004
C -1.449 5.011 -0.516
C -1.513 3.627 -0.563
H 1.479 2.990 -2.013
H 1.593 5.462 -1.928
H -0.283 6.757 -0.967
H -2.274 5.573 -0.097
H -2.386 3.110 -0.183
```


No. 3
Density functional theory data (ωB97M-V/def2-TZVPD) for a 3-piece molecular cluster, C25H31BClN3O7 overall.

Computed properties:
- LUMO level: -0.0343 Ha
- Orbital gap: 0.235 hartree
- Calculated total energy: -2146.9824 hartree

XYZ file:
```
68
C25H31BClN3O7 ωB97M-V/def2-TZVPD
C 0.903 -1.695 0.986
C 0.436 -0.427 0.755
C -0.001 -0.013 -0.637
C 0.873 1.099 -1.239
C 2.391 0.976 -1.133
C 2.968 0.449 -2.417
O 3.499 1.143 -3.246
N 0.314 2.357 -0.688
C -1.087 2.112 -0.859
O -1.869 2.965 -1.175
C -1.420 0.603 -0.662
B -2.240 0.508 0.741
O -2.180 -0.669 1.440
C -3.069 1.708 1.370
C -4.283 2.184 0.544
C -2.367 0.174 -1.816
Cl -3.822 -0.725 -1.219
C -1.709 -0.628 -2.928
C -2.630 -0.994 -4.088
H 0.352 -2.395 1.613
H 1.820 -2.050 0.523
H 0.414 0.309 1.557
H 0.182 -0.902 -1.236
H 0.661 1.247 -2.306
H 2.824 1.951 -0.910
H 2.693 0.294 -0.331
H 2.903 -0.643 -2.582
H 0.479 2.514 0.307
H -2.376 -0.486 2.366
H -2.391 2.544 1.574
H -3.452 1.374 2.342
H -4.073 2.159 -0.521
H -5.156 1.560 0.727
H -4.518 3.217 0.800
H -2.764 1.090 -2.253
H -0.885 -0.036 -3.339
H -1.270 -1.547 -2.536
H -2.104 -1.705 -4.729
H -2.883 -0.137 -4.715
H -3.546 -1.485 -3.766
C 2.964 -7.530 -1.871
C 1.657 -7.509 -1.404
C 0.988 -6.304 -1.266
C 1.647 -5.136 -1.604
C 2.950 -5.135 -2.066
C 3.611 -6.345 -2.198
N 0.934 -3.858 -1.478
O -0.201 -3.879 -1.051
O 1.521 -2.845 -1.807
H 3.481 -8.474 -1.982
H 1.156 -8.432 -1.149
H -0.029 -6.275 -0.903
H 3.443 -4.208 -2.319
H 4.630 -6.364 -2.559
C 0.375 6.299 4.855
C 0.149 5.155 5.611
C 0.373 3.904 5.061
C 0.825 3.826 3.756
C 1.051 4.951 2.984
C 0.821 6.196 3.544
N 1.080 2.502 3.172
O 0.853 1.524 3.848
O 1.507 2.464 2.029
H 0.204 7.274 5.291
H -0.199 5.237 6.631
H 0.200 3.008 5.638
H 1.399 4.861 1.966
H 0.993 7.088 2.957
```


No. 4
Density functional theory data (ωB97M-V/def2-TZVPD) for C25H31BrFN2O2PdSi2 as an isolated structure.

Computed properties:
- Energy relative to the best compared isomer or geometry (same formula, charge and spin): 0.00 kJ/mol
- LUMO level (spin up / spin down): -0.1596 / -0.1596 Ha
- Net charge: +1
- Orbital gap (spin up / spin down): 0.265 / 0.265 hartree
- Calculated total energy: -4611.8233 hartree

XYZ file:
```
65
C25H31BrFN2O2PdSi2 ωB97M-V/def2-TZVPD
Pd -0.309 0.159 -0.072
Br -3.561 1.280 -1.721
C -2.967 2.233 -0.202
C -3.686 3.330 0.244
C -3.237 3.975 1.385
C -2.104 3.507 2.034
C -1.448 2.415 1.502
N -1.871 1.793 0.395
C -0.184 1.897 2.174
O 0.204 2.408 3.195
O 0.449 0.907 1.584
H -4.567 3.656 -0.289
H -3.771 4.837 1.763
H -1.715 3.964 2.933
C 2.235 -1.464 3.058
Si 2.458 -1.538 1.210
C 3.561 -0.141 0.653
C 3.277 -3.168 0.739
C 0.770 -1.600 0.303
C -0.347 -2.173 1.118
C -0.342 -3.344 1.864
C -1.492 -3.692 2.551
C -2.612 -2.874 2.492
C -2.543 -1.726 1.725
N -1.445 -1.401 1.047
Si 0.626 -2.219 -1.472
C -0.924 -1.275 -2.082
C 0.307 -4.046 -1.595
C 2.093 -1.773 -2.552
H 3.214 -1.609 3.525
H 1.572 -2.237 3.447
H 1.851 -0.492 3.371
H 4.560 -0.349 1.047
H 3.241 0.814 1.074
H 3.653 -0.046 -0.430
H 4.236 -3.245 1.258
H 3.484 -3.231 -0.332
H 2.690 -4.045 1.021
H 0.544 -3.964 1.909
H -1.515 -4.598 3.142
H -3.518 -3.121 3.026
H -3.383 -1.047 1.637
H -1.849 -1.759 -1.773
H -0.868 -1.274 -3.174
H -1.075 -0.184 -1.893
H -0.547 -4.378 -1.003
H 1.191 -4.600 -1.268
H 0.118 -4.310 -2.639
H 1.944 -0.866 -3.140
H 2.248 -2.586 -3.267
H 3.020 -1.661 -1.989
F -1.903 5.604 -3.046
C -1.168 4.590 -2.592
C -1.084 3.437 -3.348
C -0.331 2.386 -2.860
C 0.329 2.477 -1.630
C 1.076 1.343 -1.071
C 0.246 3.678 -0.916
C -0.505 4.737 -1.385
H -1.600 3.380 -4.297
H -0.250 1.477 -3.445
H 1.795 1.629 -0.314
H 1.519 0.672 -1.801
H 0.782 3.776 0.022
H -0.576 5.672 -0.846
```


Question: Which of these has the lowest calculated total energy?
Answer: C25H31BrFN2O2PdSi2